1.
This record from the OMol25 dataset describes the molecule C4H10N2O. The level of theory is wB97M-V/def2-TZVPD.

As for the energy above the lowest of the compared OMol25 structures with the same formula, charge and spin: 133.8 kJ/mol. The HOMO-LUMO gap is 9.727 eV.

Structure (XYZ):
```
17
Properties=species:S:1:pos:R:3:lowdin_charge:R:1
C 1.99958 1.36009 1.08349 -0.104
C 1.33837 0.03956 0.69542 -0.303
N -0.02954 0.05400 0.23023 -0.108
C -0.67530 -1.21696 -0.00010 -0.141
C -1.78586 -1.07584 -1.05250 -0.513
N -2.12573 0.17204 -1.56098 0.140
O -2.59035 -1.97736 -1.13859 0.035
H 2.19795 1.93499 0.16584 0.068
H 1.39520 2.05562 1.67473 0.067
H 2.98582 1.25366 1.55467 0.074
H 1.84880 -0.24339 -0.23502 0.111
H 1.56245 -0.65459 1.50673 0.105
H -0.61939 0.79031 0.57091 0.108
H 0.03433 -1.89520 -0.53632 0.139
H -1.05070 -1.69139 0.91449 0.128
H -1.51520 0.94576 -1.72834 0.080
H -2.97043 0.14871 -2.14468 0.113
```

=====

2.
This record from the OMol25 dataset describes a cluster of 2 separate species, C4H10N2O in total. The level of theory is wB97M-V/def2-TZVPD.

As for the energy above the lowest of the compared OMol25 structures with the same formula, charge and spin: 659.4 kJ/mol. The HOMO-LUMO gap is 8.909 eV.

Structure (XYZ):
```
17
Properties=species:S:1:pos:R:3:lowdin_charge:R:1
C 0.06394 -1.36211 0.41255 -0.055
C 0.01355 1.24045 -0.72801 -0.131
C -0.29924 -0.79845 -0.81748 -0.210
N 1.35717 -0.08983 2.46654 -0.035
N -1.15893 1.79199 -0.24646 -0.002
C -0.72057 -1.14624 -2.02082 -0.011
O 1.15475 -0.17077 1.07208 -0.317
H 1.19960 0.87734 2.75133 0.064
H 2.35474 -0.22778 2.62827 0.066
H -1.22013 1.82313 0.76304 0.081
H -1.99587 1.38450 -0.64531 0.084
H -0.69399 -1.38973 1.19224 0.109
H 0.72558 -2.22470 0.38772 0.109
H 0.91347 1.65536 -0.29752 0.083
H 0.09932 1.22554 -1.80727 0.063
H -0.84326 -0.41365 -2.82027 0.049
H -0.95015 -2.17504 -2.29063 0.053
```

=====

3.
This record from the OMol25 dataset describes the molecule C4H10N2O. The level of theory is wB97M-V/def2-TZVPD.

As for the energy above the lowest of the compared OMol25 structures with the same formula, charge and spin: 84.4 kJ/mol. The HOMO-LUMO gap is 10.058 eV.

Structure (XYZ):
```
17
Properties=species:S:1:pos:R:3:lowdin_charge:R:1
C -0.55684 -1.10755 -1.88769 -0.083
N -0.80599 0.27089 -1.48183 0.018
C -0.33587 0.92286 -0.37809 -0.478
O -0.62380 2.08514 -0.17232 0.058
C 0.51709 0.08805 0.56758 -0.387
C 1.15578 0.96856 1.62354 -0.061
N -0.28294 -0.96784 1.18241 0.054
H -1.21103 -1.81723 -1.38715 0.074
H -0.72371 -1.16459 -2.95758 0.081
H 0.47542 -1.40515 -1.67980 0.083
H -1.40137 0.81150 -2.09016 0.136
H 1.29413 -0.35919 -0.05709 0.121
H 0.40095 1.57664 2.10842 0.082
H 1.90976 1.64250 1.22615 0.082
H 1.70679 0.34548 2.32870 0.080
H -0.27777 -0.89480 2.19131 0.070
H -1.24058 -0.99528 0.86360 0.069
```

=====

4.
This record from the OMol25 dataset describes the molecule C4H10N2O. The level of theory is wB97M-V/def2-TZVPD.

As for the energy above the lowest of the compared OMol25 structures with the same formula, charge and spin: 155.8 kJ/mol. The HOMO-LUMO gap is 9.979 eV.

Structure (XYZ):
```
17
Properties=species:S:1:pos:R:3:lowdin_charge:R:1
N 1.34332 -0.34712 -1.38918 0.007
C 1.18584 0.83330 -0.55394 -0.290
C 1.31572 0.45108 0.91868 -0.182
C 0.38510 -0.73058 1.30277 -0.182
N -0.83657 -0.86226 0.50193 -0.004
C -1.75789 0.09914 0.21278 -0.393
O -2.19408 0.43908 -0.86242 0.023
H 2.24060 -0.78993 -1.24356 0.071
H 1.21218 -0.19079 -2.37298 0.070
H 0.21651 1.30809 -0.68804 0.092
H 1.91224 1.60302 -0.84061 0.105
H 1.07882 1.28888 1.57732 0.103
H 2.35837 0.19454 1.12302 0.103
H 0.94554 -1.61625 1.02552 0.108
H 0.08722 -0.67865 2.34580 0.108
H -0.82939 -1.64580 -0.12864 0.125
H -1.90857 0.74524 1.10937 0.137
```